(1)
Density functional theory data (the ωB97M-V functional and the def2-TZVPD basis) for a molecular structure, C7H14 in a non-equilibrium geometry.

LUMO energy	0.619	eV
energy relative to the best compared isomer or geometry (same formula, charge and spin)	201.4	kcal per mole
orbital gap	0.413	Ha
highest occupied orbital energy	-10.627	eV
total energy	-7477.5594	eV

Geometry as ORCA input:
```
! RIJCOSX wB97M-V def2-TZVPD def2/J DEFGRID3
* xyz 0 1
C -5.10549 -2.86758 -1.67139
C -4.19858 -2.07802 -1.41173
C 1.01860 0.64708 0.37426
C 0.58572 -0.37610 -0.75011
C 1.58763 2.07066 -0.24311
C 2.22600 -0.07740 0.92087
C -0.15290 0.85157 1.30711
H -5.81647 -3.71385 -2.03563
H -3.46839 -1.35018 -0.89979
H -0.08286 -0.10393 -1.59050
H 1.63433 -0.58442 -1.18120
H 0.09721 -1.18251 -0.27748
H 1.63206 2.80703 0.73143
H 2.58354 1.85137 -0.73282
H 0.76857 2.54330 -0.75401
H 2.07388 0.14024 2.24387
H 3.33381 0.66311 0.39710
H 2.18131 -1.44869 0.68196
H 0.06397 -0.12006 2.19749
H 0.30260 1.76822 1.88842
H -1.26451 0.56015 0.80525
*
```

In the Löwdin picture, each atom carries the following charge in e: C -0.053; C -0.055; C -0.790; C -0.124; C -0.071; C -0.149; C -0.113; H 0.062; H 0.046; H 0.074; H 0.088; H 0.043; H 0.113; H 0.059; H 0.048; H 0.129; H 0.163; H 0.170; H 0.136; H 0.089; H 0.134

(2)
Density functional theory data (the ωB97M-V functional and the def2-TZVPD basis) for 8 unconnected molecules or ions with the total composition C38H61Cl14N5OS2.

structure (SMILES)	CCC[C@@H](C)c1nc2c(CCCSC(=S)n3ccnc3)c(CNC)ccc2nc1OCC.ClCCCl.ClCCCl.ClCCCl.ClCCCl.ClCCCl.ClCCCl.ClCCCl
LUMO energy	-0.806	eV
orbital gap	0.273	Ha
highest occupied orbital energy	-8.228	eV
total energy	-246879.9494	eV

Geometry as ORCA input:
```
! RIJCOSX wB97M-V def2-TZVPD def2/J DEFGRID3
* xyz 0 1
C -4.11866 -0.61039 -1.47179
C -3.19055 0.58791 -1.63323
C -3.13528 1.19522 -3.03869
C -3.31359 0.23598 -4.21101
C -3.59754 1.03398 -5.51010
C -2.10538 -0.64788 -4.39317
N -1.11579 -0.56462 -3.55730
C -0.00941 -1.35236 -3.74379
C 1.07086 -1.26774 -2.82271
C 0.91718 -0.36116 -1.64106
C 0.67876 -1.16939 -0.34370
C 1.61544 -0.85416 0.79358
S 1.54417 0.88341 1.37576
C 0.01916 0.74881 2.25819
S -1.42420 0.89966 1.57671
N 0.16618 0.50182 3.64697
C -0.47077 1.20520 4.65103
C -0.04561 0.65663 5.81744
N 0.82768 -0.37685 5.58226
C 0.93633 -0.44086 4.27846
C 2.18778 -2.06325 -3.02829
C 3.39780 -2.10696 -2.12716
N 3.89989 -0.80719 -1.66467
C 4.19474 0.08029 -2.79078
C 2.22472 -2.93503 -4.13813
C 1.17507 -3.03841 -5.02045
C 0.03432 -2.24598 -4.83318
N -1.02458 -2.35844 -5.69711
C -2.04112 -1.59554 -5.47545
O -3.12428 -1.68644 -6.29178
C -3.69834 -2.99313 -6.37464
C -4.39339 -3.39060 -5.09452
H -3.63324 -1.53039 -1.78344
H -4.40291 -0.71256 -0.42873
H -5.04027 -0.45939 -2.02621
H -3.54878 1.36908 -0.96372
H -2.19068 0.35760 -1.28931
H -3.85793 2.00315 -3.12665
H -2.15520 1.65402 -3.16493
H -4.16779 -0.41935 -4.05454
H -2.71179 1.07130 -6.13721
H -4.36260 0.54353 -6.09580
H -3.91095 2.04186 -5.27250
H 1.76612 0.29974 -1.51681
H 0.04979 0.26396 -1.79777
H 0.81728 -2.22697 -0.56764
H -0.35096 -1.07234 -0.01331
H 1.29413 -1.43407 1.65025
H 2.64813 -1.10131 0.58372
H -1.13261 2.01951 4.45195
H -0.33926 0.96729 6.80286
H 1.54290 -1.13907 3.73359
H 3.15987 -2.71821 -1.25549
H 4.18766 -2.61770 -2.68141
H 4.79037 -0.99926 -1.22549
H 3.31338 0.24620 -3.39694
H 5.02310 -0.28496 -3.40319
H 4.49910 1.04662 -2.39994
H 3.11117 -3.53027 -4.29092
H 1.21921 -3.70821 -5.86302
H -4.43698 -2.92300 -7.16520
H -2.95354 -3.71760 -6.68756
H -3.70722 -3.45729 -4.25686
H -5.16652 -2.66109 -4.87164
H -4.89187 -4.34455 -5.23118
Cl -1.82300 -2.57282 2.31190
C -1.40346 -4.30072 2.47905
C -0.10293 -4.48152 3.21359
Cl 1.27803 -3.86813 2.26333
H -1.36453 -4.73159 1.48209
H -2.20605 -4.77793 3.03797
H 0.07430 -5.53818 3.40575
H -0.09890 -3.95330 4.16016
Cl 0.70565 2.48528 -4.01384
C 0.43042 3.61560 -2.65591
C 1.72950 4.16609 -2.12570
Cl 2.69212 2.90134 -1.32194
H -0.12698 3.08450 -1.89196
H -0.18187 4.42795 -3.03683
H 1.53206 4.94411 -1.38981
H 2.33112 4.58568 -2.92754
Cl 0.79304 -4.18363 6.62058
C 0.85693 -2.69754 7.61530
C 2.26438 -2.31793 7.97052
Cl 3.01711 -3.45949 9.12148
H 0.24296 -2.85960 8.49719
H 0.42056 -1.90237 7.01456
H 2.26670 -1.33559 8.43598
H 2.89509 -2.27364 7.08661
Cl -3.93453 4.58188 -3.57688
C -4.20288 5.68773 -2.20374
C -2.90767 6.21161 -1.64767
Cl -1.95587 4.93350 -0.84430
H -4.76862 5.15148 -1.44665
H -4.80278 6.51848 -2.57039
H -3.11114 6.97051 -0.89414
H -2.28755 6.64256 -2.42943
Cl 5.17942 -5.63040 -2.26617
C 6.21837 -5.43093 -0.83077
C 6.11933 -4.04481 -0.25223
Cl 6.83320 -2.81584 -1.33190
H 7.23807 -5.66716 -1.12145
H 5.88518 -6.15638 -0.09120
H 6.66359 -3.99650 0.68873
H 5.08365 -3.76761 -0.07231
Cl -3.68552 4.52497 2.69599
C -2.97120 5.98948 3.41795
C -3.80781 7.20537 3.13233
Cl -3.77139 7.62764 1.40094
H -1.96366 6.09858 3.02577
H -2.91782 5.82907 4.49323
H -3.42229 8.06245 3.68063
H -4.84495 7.04601 3.41280
Cl 4.72136 1.06907 5.96236
C 3.27361 1.87372 6.62156
C 3.42957 2.21291 8.08207
Cl 3.47288 0.74599 9.09540
H 2.42594 1.21449 6.45172
H 3.12722 2.78841 6.04933
H 2.57826 2.80564 8.41184
H 4.34108 2.77272 8.27144
*
```

Results of the Löwdin charge analysis, in e, for atoms 1 through 99: C -0.095; C -0.260; C -0.197; C -0.286; C -0.028; C -0.145; N 0.205; C -0.127; C -0.107; C -0.154; C -0.239; C -0.473; S 0.868; C -1.052; S 0.770; N -0.133; C -0.070; C -0.149; N 0.055; C -0.143; C -0.163; C -0.201; N -0.108; C -0.126; C -0.020; C -0.009; C -0.193; N 0.224; C -0.291; O -0.049; C -0.228; C -0.064; H 0.069; H 0.065; H 0.071; H 0.092; H 0.050; H 0.047; H 0.091; H 0.119; H 0.086; H 0.072; H 0.050; H 0.048; H 0.078; H 0.109; H 0.053; H -0.028; H 0.067; H 0.107; H 0.104; H 0.111; H 0.110; H 0.075; H 0.054; H 0.070; H 0.082; H 0.040; H 0.103; H 0.108; H 0.119; H 0.110; H 0.076; H 0.076; H 0.077; Cl 0.567; C -0.635; C -0.655; Cl 0.601; H 0.070; H 0.076; H 0.077; H -0.005; Cl 0.579; C -0.691; C -0.634; Cl 0.595; H 0.032; H 0.046; H 0.069; H 0.068; Cl 0.571; C -0.650; C -0.693; Cl 0.532; H 0.069; H 0.025; H -0.013; H 0.068; Cl 0.599; C -0.640; C -0.654; Cl 0.588; H 0.072; H 0.076; H -0.015; H 0.071; Cl 0.548; C -0.655

(3)
Density functional theory data (the ωB97M-V functional and the def2-TZVPD basis) for a molecular structure, C4H11BF2MnNO8P2 in a non-equilibrium geometry.

LUMO energy (spin up / spin down)	2.799 / 2.788	eV
energy relative to the best compared isomer or geometry (same formula, charge and spin)	20.1	kcal per mole
orbital gap (spin up / spin down)	0.245 / 0.295	Ha
<S²>	8.772
highest occupied orbital energy (spin up / spin down)	-3.880 / -5.245	eV
total energy	-78216.0152	eV

Geometry as ORCA input:
```
! RIJCOSX wB97M-V def2-TZVPD def2/J DEFGRID3
* xyz -1 6
Mn 1.18123 -0.04463 0.08183
N -3.01513 -0.08536 -1.88058
C -1.85170 -0.37517 -1.01355
C -1.84821 -1.77945 -0.46708
P -0.40999 -0.16321 -2.21504
O -0.01647 1.38774 -2.07854
O -1.11443 -0.38037 -3.52237
O 0.74066 -1.02830 -1.81963
P -1.88831 0.96896 0.27291
O -2.70779 0.25201 1.49417
O -2.76580 2.00874 -0.32422
O -0.50934 1.25135 0.79315
H -2.56030 -0.14921 -2.85977
H -3.25249 0.90234 -1.59651
H -3.80623 -0.71313 -1.75266
H -1.75873 -2.50118 -1.28029
H -2.74510 -1.98172 0.12006
H -0.96954 -1.89669 0.18244
H 0.86162 1.48200 -1.67508
H -2.07065 -0.03032 2.15269
C 3.86815 1.32223 2.43862
O 3.93398 1.30895 1.03191
C 2.70796 1.26735 0.39095
O 2.76400 1.17404 -0.86431
H 4.36255 2.22370 2.81308
H 4.37849 0.43584 2.82913
H 2.81778 1.29994 2.75469
F 1.15361 -1.95020 2.82193
B 1.76310 -1.63652 1.62892
F 2.75704 -2.56972 1.54316
*
```

In the Löwdin picture, each atom carries the following charge in e: Mn 0.715; N 0.119; C -0.522; C -0.088; P 0.312; O -0.138; O -0.305; O -0.317; P 0.327; O -0.152; O -0.304; O -0.341; H 0.102; H 0.110; H 0.155; H 0.090; H 0.079; H 0.064; H 0.034; H 0.065; C -0.124; O -0.134; C -0.425; O -0.104; H 0.077; H 0.084; H 0.079; F 0.034; B -0.545; F 0.053